1.
{
  "formula": "C28H39BiF4IN5OP",
  "method": "ωB97M-V with the def2-TZVPD basis set",
  "symbols": ["Bi", "C", "C", "N", "C", "C", "C", "C", "N", "C", "C", "F", "C", "F", "C", "C", "F", "C", "F", "H", "H", "H", "H", "H", "H", "H", "H", "H", "H", "H", "H", "H", "H", "H", "I", "C", "C", "C", "C", "C", "C", "C", "C", "C", "C", "H", "H", "H", "H", "H", "H", "C", "N", "C", "P", "O", "N", "C", "C", "N", "C", "C", "H", "H", "H", "H", "H", "H", "H", "H", "H", "H", "H", "H", "H", "H", "H", "H", "H", "H"],
  "xyz": [[10.6941, 10.8944, 13.1652], [10.0100, 14.6172, 16.2229], [10.5411, 13.2850, 15.6826], [10.6657, 13.2738, 14.1861], [11.8244, 14.1135, 13.7574], [13.1481, 13.7497, 14.4290], [9.4055, 13.6085, 13.4905], [8.2549, 12.6016, 13.7665], [8.8297, 11.3292, 14.0966], [7.8946, 10.3725, 14.4340], [7.6697, 10.0403, 15.7829], [8.3578, 10.7070, 16.7109], [6.6039, 9.2029, 16.1368], [6.4462, 8.9694, 17.4331], [5.7831, 8.6677, 15.1681], [6.0596, 8.9599, 13.8363], [5.3054, 8.3895, 12.8922], [7.1072, 9.7709, 13.4683], [7.3311, 10.0502, 12.1725], [10.1755, 14.6045, 17.3002], [8.9508, 14.7613, 16.0019], [10.5678, 15.4986, 15.8999], [9.8780, 12.4729, 15.9286], [11.5448, 13.0938, 16.0803], [11.5915, 15.1706, 13.9229], [11.9462, 14.0191, 12.7033], [13.2285, 14.2355, 15.3801], [13.9847, 14.0904, 13.8161], [13.2573, 12.6515, 14.5674], [9.6164, 13.5163, 12.4191], [9.0920, 14.6822, 13.6414], [7.6212, 12.5788, 12.8855], [7.6773, 12.8734, 14.6518], [4.9396, 7.9781, 15.4143], [9.7858, 8.0074, 12.1867], [11.2126, 7.2810, 13.4444], [11.7154, 6.0353, 13.1325], [12.7391, 5.4183, 13.9279], [13.1739, 6.1191, 15.0215], [12.6476, 7.3984, 15.3527], [13.1032, 8.0184, 16.5320], [12.6451, 9.2569, 16.8716], [11.7941, 9.9696, 16.0102], [11.3275, 9.4228, 14.8475], [11.7017, 8.0630, 14.5357], [11.3328, 5.5199, 12.2712], [13.0634, 4.4110, 13.6898], [13.9169, 5.7243, 15.7328], [13.7151, 7.4763, 17.2046], [12.9701, 9.7506, 17.7753], [11.5055, 10.9587, 16.3076], [11.1439, 14.1110, 9.6897], [11.7917, 12.7893, 9.4519], [13.0809, 12.8725, 8.8137], [10.8310, 11.4480, 9.6291], [9.8869, 11.6315, 10.7968], [9.8306, 11.2397, 8.3622], [8.4969, 10.7113, 8.4881], [10.2734, 11.3215, 6.9676], [11.9455, 10.2160, 9.7450], [11.8830, 8.9818, 8.9518], [13.0931, 10.3449, 10.5768], [11.1159, 14.6893, 8.7899], [11.6594, 14.6876, 10.4098], [10.1646, 13.9491, 10.0866], [12.9554, 13.3256, 7.8377], [13.5455, 11.8766, 8.7182], [13.7800, 13.4791, 9.3947], [8.0553, 10.9934, 9.4467], [8.4412, 9.6165, 8.3454], [7.8623, 11.1733, 7.7209], [11.3558, 11.5268, 7.0011], [9.7615, 12.1077, 6.4320], [10.1317, 10.3406, 6.4585], [11.0098, 8.9701, 8.3309], [11.9031, 8.1536, 9.6652], [12.7836, 8.9499, 8.3030], [13.0334, 11.3232, 11.0567], [14.0605, 10.2767, 10.0459], [13.1143, 9.5614, 11.3472]],
  "forces_ev_per_angstrom": [[0.1455, -0.0289, 0.9636], [0.3154, -0.2083, 0.3795], [0.1456, 0.9442, -0.8649], [0.4957, -0.2188, 0.6103], [-0.4255, -0.0388, 0.4695], [-0.2229, -0.6462, -0.4332], [-0.2041, 0.7816, -0.4892], [0.7859, 0.9621, 0.5969], [1.0997, -0.3668, -0.5697], [-0.1614, -0.7363, 0.9440], [-0.7527, 0.2963, -1.0836], [0.0869, -0.2913, 0.2357], [1.0160, 0.5888, -0.1797], [-0.4071, -0.2317, 0.2294], [-0.5994, -0.7351, 0.0068], [-0.2968, -0.5382, 0.2717], [-0.0387, 0.0614, -0.1533], [-0.4992, 0.0240, 0.0789], [-0.0732, -0.0347, 0.0427], [-0.4014, -0.0375, 0.1235], [0.1121, 0.0097, 0.1430], [0.0047, -0.1466, -0.3361], [-0.1811, -0.2429, 0.3153], [-0.4005, -0.0670, -0.0198], [0.0083, 0.0024, 0.1058], [-0.1591, -0.3026, -1.0174], [0.1849, 0.1157, 0.6354], [-0.1061, 0.0004, 0.0024], [-0.0754, 0.5821, -0.0753], [0.1402, 0.1163, 0.0309], [0.2101, -1.0511, 0.1154], [-0.2952, 0.0685, -0.1481], [-0.2643, 0.4368, -0.1218], [0.8932, 0.7549, -0.1838], [-0.7588, 0.5864, -0.6169], [1.3329, -0.7008, 0.3431], [0.4540, 0.1394, 0.7030], [-0.8416, 0.8773, 0.0281], [0.0988, -0.4531, 0.3070], [0.2751, -0.3023, -0.1485], [-0.8701, 0.8347, -0.0047], [0.2871, 0.0406, 0.1698], [0.0027, -0.2817, -0.1649], [-0.2636, -0.5560, -0.7796], [-0.0297, 0.1578, -0.0781], [-0.1112, -0.2257, -0.1670], [0.1393, 0.2249, 0.0203], [-0.3736, -0.0098, -0.5661], [0.7341, -0.4241, 0.4124], [0.0488, -0.1370, 0.1947], [-0.0697, 0.3666, 0.0126], [0.2435, -1.5216, -0.4149], [-0.8950, 0.5872, 0.7546], [0.3373, -0.6009, -0.1053], [-0.2727, 0.5115, 0.7509], [0.6833, -0.1511, -0.1499], [0.1898, -0.2224, -1.2417], [-1.0293, -0.0294, 0.2089], [1.1317, -0.8881, 0.6729], [-1.0353, 0.1412, -1.1976], [1.1560, 0.6123, 0.5051], [0.6810, 0.0555, 0.7714], [-0.2001, 0.2832, -0.7368], [0.9579, 0.5146, 0.8928], [-0.7169, -0.0712, -0.0271], [0.2903, 0.0876, -0.3948], [-0.3388, 0.4932, -0.1931], [-0.1247, 0.1009, 0.0738], [0.1980, -0.2542, -0.0679], [0.0992, 0.2973, 0.0916], [0.1568, -0.1123, 0.0345], [-0.3355, 0.0376, -0.4268], [-0.1997, 0.1796, -0.1569], [0.0273, 0.6526, 0.1884], [-0.5011, -0.1478, -0.1669], [-0.1084, -0.2366, -0.3774], [-0.4436, -0.2278, 0.2664], [0.3385, -0.1161, 0.1761], [-0.3986, 0.0203, -0.0582], [-0.0255, 0.0456, 0.0385]],
  "gap_ev": 7.8,
  "e_tot_ev": -73260.72304,
  "charge": 1,
  "e_lumo_ev": -2.8,
  "relative_energy_kcal_mol": 0.0
}

***

2.
{
  "formula": "C28H39ClN5O4SZr",
  "method": "ωB97M-V with the def2-TZVPD basis set",
  "symbols": ["Zr", "C", "C", "C", "C", "C", "C", "C", "H", "H", "H", "H", "H", "H", "H", "H", "Cl", "C", "C", "C", "C", "O", "C", "C", "O", "C", "H", "H", "H", "H", "O", "C", "N", "C", "C", "C", "N", "C", "O", "N", "H", "H", "H", "H", "H", "H", "H", "C", "C", "C", "C", "N", "C", "S", "N", "C", "C", "C", "C", "H", "H", "H", "H", "H", "H", "H", "H", "H", "H", "H", "H", "H", "H", "H", "H", "H", "H", "H", "H"],
  "xyz": [[-0.5715, -0.0323, 1.5091], [1.9278, 2.1640, 4.1169], [1.7386, 2.0820, 2.6312], [0.8872, 2.9692, 1.9665], [0.6966, 2.8887, 0.6014], [1.3778, 1.9300, -0.1328], [2.2277, 1.0421, 0.5113], [2.4011, 1.1192, 1.8784], [2.6910, 2.9036, 4.3672], [2.2406, 1.2026, 4.5219], [0.9962, 2.4519, 4.6033], [0.3644, 3.7257, 2.5368], [0.0281, 3.5812, 0.1060], [1.2727, 1.9088, -1.1977], [2.7742, 0.3019, -0.0587], [3.0661, 0.4243, 2.3791], [1.9860, -4.8850, 6.6679], [1.4112, -3.5766, 5.6882], [0.8112, -2.4644, 6.3062], [0.3457, -1.4098, 5.5667], [0.4415, -1.4199, 4.1573], [0.0058, -0.4145, 3.4664], [1.0570, -2.5383, 3.5496], [1.2549, -2.5752, 2.1502], [0.8687, -1.7327, 1.3211], [1.5415, -3.6120, 4.3325], [0.7218, -2.4526, 7.3847], [-0.1167, -0.5539, 6.0389], [1.8262, -3.4312, 1.7616], [2.0120, -4.4589, 3.8480], [-2.0168, -1.0027, 1.3932], [-3.4595, 3.2522, 4.2582], [-3.3741, 2.9148, 2.8367], [-4.3314, 3.2714, 1.9435], [-4.2778, 2.8863, 0.6517], [-3.1622, 2.0885, 0.2518], [-2.2014, 1.7885, 1.1262], [-2.3211, 2.1344, 2.4265], [-1.4873, 1.6814, 3.2106], [-3.0312, 1.6742, -1.0158], [-4.3465, 3.8585, 4.4179], [-2.5752, 3.8078, 4.5619], [-3.5203, 2.3421, 4.8504], [-5.1428, 3.8670, 2.3379], [-5.0475, 3.1629, -0.0508], [-3.8378, 1.7181, -1.6187], [-2.3260, 0.9704, -1.2236], [1.8251, -3.2260, -4.7237], [2.2421, -4.0693, -3.5233], [2.8241, -3.2844, -2.3474], [1.8575, -2.3424, -1.6369], [1.6564, -1.1049, -2.4113], [0.5512, -0.3403, -2.3869], [-0.6764, -0.7046, -1.2490], [0.4584, 0.5878, -3.3366], [-0.6423, 1.5198, -3.5708], [-0.8955, 1.7229, -5.0583], [-1.7627, 0.6447, -5.7041], [-1.2071, -0.7710, -5.5958], [1.5421, -3.8607, -5.5636], [2.6482, -2.5895, -5.0647], [0.9672, -2.5919, -4.4991], [2.9893, -4.7986, -3.8432], [1.3843, -4.6487, -3.1710], [3.7110, -2.7231, -2.6682], [3.1835, -3.9918, -1.5980], [2.2359, -2.0809, -0.6542], [0.8885, -2.8129, -1.4808], [2.3336, -0.9328, -3.1400], [1.1804, 0.5915, -4.0441], [-0.4058, 2.4735, -3.0953], [-1.5330, 1.1180, -3.0851], [0.0625, 1.8095, -5.5849], [-1.3835, 2.6913, -5.1797], [-1.9040, 0.9042, -6.7551], [-2.7567, 0.6782, -5.2481], [-0.1838, -0.8273, -5.9753], [-1.8087, -1.4673, -6.1796], [-1.2085, -1.1267, -4.5626]],
  "forces_ev_per_angstrom": [[-0.7047, 0.1907, 0.3264], [-0.0494, -0.0015, 0.0040], [-0.1207, 0.1654, 0.0794], [0.1004, -0.0528, 0.3842], [0.0048, 0.1238, -0.1450], [0.0377, 0.0519, 0.0769], [0.1333, -0.0496, -0.3834], [0.1449, -0.0747, 0.3711], [-0.0067, 0.0081, 0.0009], [0.0055, 0.0075, 0.0077], [0.0079, -0.0093, 0.0086], [-0.0212, -0.0116, 0.0548], [0.0166, 0.0021, -0.0154], [-0.0661, -0.0920, -0.3935], [-0.0421, -0.0319, -0.0286], [-0.0403, -0.0169, -0.0047], [0.0040, -0.0081, 0.0146], [0.0250, -0.0348, -0.0558], [-0.0261, 0.0574, 0.0066], [-0.0075, -0.0101, 0.0490], [-0.0587, 0.2063, -0.0603], [0.2586, -0.2555, 0.3293], [0.0458, -0.1308, 0.1084], [0.0306, -0.0714, -0.1643], [0.1361, -0.0413, -0.0289], [-0.0010, 0.0077, 0.0129], [0.0026, -0.0037, -0.0008], [-0.0047, -0.0011, 0.0047], [-0.0091, 0.0206, -0.0112], [-0.0025, -0.0017, 0.0020], [0.2651, -0.0285, 0.1139], [-0.0064, -0.0043, -0.0037], [-0.0212, 0.1422, 0.1867], [-0.0573, -0.0217, -0.0371], [0.0434, -0.0525, 0.0129], [0.2861, 0.0663, 0.0110], [-0.2776, 0.1327, -0.8729], [-0.0479, -0.3719, -0.2727], [0.2040, 0.0820, 0.1393], [-0.2443, 0.0462, 0.2117], [-0.0005, 0.0027, -0.0036], [0.0020, -0.0060, -0.0116], [-0.0016, -0.0096, -0.0089], [0.0038, 0.0127, -0.0123], [-0.0249, 0.0202, 0.0214], [0.0924, 0.0423, 0.0520], [0.0112, -0.0810, 0.1050], [0.0076, -0.0046, -0.0302], [0.0182, -0.0008, 0.0198], [-0.0268, 0.0701, -0.0177], [0.1132, 0.1228, -0.2003], [-0.2216, 0.0603, 0.0899], [0.4435, -0.7625, 0.1379], [-0.3636, 0.3611, -0.1478], [-0.0430, 0.2230, -0.1569], [-0.0097, -0.0406, 0.1532], [-0.0271, 0.0093, -0.0479], [0.0113, -0.0077, -0.0208], [-0.0309, -0.0245, 0.0189], [0.0057, -0.0017, 0.0095], [-0.0085, -0.0016, 0.0047], [-0.0151, 0.0196, 0.0116], [-0.0025, 0.0100, -0.0028], [-0.0023, 0.0012, 0.0068], [-0.0067, -0.0117, -0.0104], [-0.0014, -0.0152, 0.0088], [0.0599, 0.0513, 0.1256], [-0.0483, -0.0214, -0.0458], [0.0079, -0.0096, -0.0193], [-0.0183, 0.0245, 0.0198], [-0.0104, 0.0450, 0.0624], [0.1419, 0.0033, -0.1085], [-0.0010, -0.0164, 0.0074], [-0.0067, 0.0141, -0.0069], [0.0069, -0.0105, -0.0034], [-0.0086, -0.0050, -0.0047], [0.0140, 0.0054, -0.0138], [-0.0041, 0.0024, 0.0110], [0.0068, -0.0045, -0.0304]],
  "gap_ev": 7.8,
  "e_tot_ev": -69948.82492,
  "charge": 1,
  "e_lumo_ev": -2.5,
  "relative_energy_kcal_mol": 2.4
}

***

3.
{
  "formula": "C28H39F4I2NO3Si",
  "method": "ωB97M-V with the def2-TZVPD basis set",
  "symbols": ["C", "C", "C", "C", "C", "N", "C", "I", "C", "C", "F", "F", "C", "C", "Si", "C", "C", "C", "C", "C", "C", "C", "C", "C", "F", "C", "C", "C", "C", "I", "C", "C", "C", "C", "F", "H", "H", "H", "H", "H", "H", "H", "H", "H", "H", "H", "H", "H", "H", "H", "H", "H", "H", "H", "H", "H", "H", "H", "H", "H", "H", "H", "H", "H", "H", "H", "H", "H", "H", "H", "H", "H", "H", "C", "O", "O", "O", "H"],
  "xyz": [[2.0489, 5.3375, 1.1822], [1.9806, 4.3649, -0.1308], [0.5588, 4.6175, -0.8293], [2.1991, 2.8750, 0.4204], [1.9880, 1.7145, -0.6970], [1.9238, 0.3900, 0.0357], [0.6683, 0.0807, 0.7185], [-1.0383, 1.4605, 0.6218], [0.4712, -1.2351, 1.5634], [-0.8977, -1.5596, 2.3617], [-0.8110, -2.7321, 3.1683], [-1.2344, -0.5016, 3.2849], [-2.1143, -1.8500, 1.3165], [-3.4930, -1.1490, 1.7413], [-4.8094, -1.6998, 0.4158], [-6.5159, -1.7739, 1.3158], [-4.4006, -3.4077, -0.3708], [-4.9875, -0.4575, -1.0273], [-4.2262, -0.7541, -2.3769], [-4.3515, 0.1918, -3.6230], [-5.2500, 1.4691, -3.5910], [-5.9826, 1.7643, -2.2315], [-5.8536, 0.8276, -1.0055], [1.6855, -2.2078, 1.5806], [1.6820, -3.4679, 2.2538], [3.0105, -1.8620, 0.8498], [4.2512, -2.9001, 0.9331], [4.4930, -3.7086, -0.4351], [4.1668, -5.2928, -0.2932], [6.6603, -3.5813, -0.8464], [3.0747, -0.5089, 0.0965], [4.4907, -0.1768, -0.6012], [4.3102, -0.4849, -2.1723], [5.6067, -0.1630, -3.0564], [5.3134, -0.6691, -4.3965], [1.4729, 4.7577, 2.0040], [3.1305, 5.4086, 1.5828], [1.5685, 6.3532, 0.9989], [2.8895, 4.6309, -0.7687], [0.5249, 5.7202, -1.1348], [0.4660, 3.9367, -1.7442], [-0.2539, 4.3383, -0.0647], [1.5510, 2.7026, 1.3475], [3.2945, 2.7497, 0.7786], [1.0691, 1.8880, -1.3626], [2.8905, 1.7889, -1.3948], [-2.1678, -2.9851, 1.2278], [-1.8245, -1.4111, 0.2876], [-3.4353, 0.0037, 1.7694], [-3.8093, -1.4713, 2.8072], [-7.3114, -1.8940, 0.4958], [-6.4792, -2.6654, 2.0353], [-6.6228, -0.7737, 1.8810], [-3.3521, -3.2985, -0.8553], [-5.1325, -3.6928, -1.2074], [-4.2709, -4.2484, 0.4118], [-3.5617, -1.6743, -2.5270], [-3.8274, -0.0267, -4.6189], [-5.3879, 2.1648, -4.4873], [-6.6434, 2.6962, -2.2276], [-6.4348, 1.1014, -0.0673], [4.0714, -3.6813, 1.7662], [5.1682, -2.2996, 1.2898], [3.8543, -3.3266, -1.2982], [5.1104, -5.8403, 0.0337], [3.2474, -5.5078, 0.3534], [3.8904, -5.6491, -1.3591], [4.6634, 0.9586, -0.5121], [5.3705, -0.7099, -0.1128], [4.0169, -1.5674, -2.3894], [3.4569, 0.1628, -2.6080], [5.7287, 0.9767, -3.1952], [6.5732, -0.6360, -2.6823], [-1.6924, 3.9337, 3.6333], [-0.4387, 3.8196, 3.4966], [-2.1820, 2.9825, 4.4778], [-2.5018, 4.7377, 3.1384], [-1.2968, 2.5969, 4.6251]],
  "forces_ev_per_angstrom": [[0.0922, -1.6256, 0.3904], [0.1745, 0.6463, 1.3315], [1.0130, -0.6217, 0.2911], [0.3627, -0.1298, -0.1921], [0.5470, 1.7393, 0.1614], [-0.4721, -2.6501, 1.1670], [0.9327, -2.5661, 1.1369], [1.6742, -1.1253, 0.1510], [3.3997, 0.1927, -0.8942], [-1.3699, 0.0454, 0.1007], [0.6029, 2.1972, -1.3791], [1.1617, -2.2122, -2.1580], [0.5643, 1.3042, 0.2571], [0.3317, -0.4210, 0.3802], [-1.0645, -0.0104, 0.4717], [0.4034, 0.2332, -0.2520], [1.2465, -0.4110, -0.3233], [0.2840, 2.6052, -4.2111], [-1.9093, 3.1409, -0.4970], [-2.0169, 1.1610, 2.4400], [0.4230, -2.8322, 4.0701], [1.8999, -2.5441, -1.0494], [1.4614, -0.4388, -2.9050], [0.4877, 1.6854, -1.1320], [-0.3252, 3.5981, -1.7808], [-2.6663, 1.5912, 0.1839], [-0.5196, 0.6383, 0.5256], [-0.7355, -0.9149, 0.7955], [-0.0811, 0.4294, -1.2150], [-0.9184, 0.1500, -0.2695], [-0.5088, -2.3759, 1.8904], [-1.6340, 1.1724, -0.7439], [0.3003, 0.0668, -0.7695], [-0.8075, 0.4695, -0.5369], [0.5502, 0.5920, 2.0504], [0.5401, 1.3708, -1.1578], [-1.6417, 0.1831, -0.8318], [0.8030, -1.3829, 0.2472], [-1.4379, -0.3494, 0.3270], [-0.2420, -1.6952, 0.4066], [-0.1149, 1.1081, 1.0534], [1.1456, 0.7703, -1.2223], [0.6770, 0.2001, -1.3901], [-1.6649, 0.3106, -0.5084], [1.1918, -0.6168, 1.3311], [-1.2826, -0.6411, 1.0868], [-0.0476, 1.5653, 0.2007], [-0.2935, -0.8250, 1.5546], [0.1616, -1.8839, -0.0978], [0.4758, 0.3820, -1.7582], [0.9210, 0.1530, 1.5093], [-0.3752, 1.3673, -0.9380], [-0.1771, -1.6765, -0.7570], [-1.6333, -0.3024, 0.5743], [1.0083, 0.3303, 1.3899], [-0.4896, 1.2758, -1.2618], [-1.1732, 1.4765, 0.4606], [-0.7397, 0.1096, 1.8285], [0.3133, -1.2380, 1.4964], [1.0230, -1.5739, 0.3444], [0.8991, -0.4253, -1.3980], [-0.0144, 1.4464, -1.3407], [-1.4304, -0.9603, -0.7926], [1.2622, -0.1752, 1.1987], [-1.5774, 0.5777, -0.1599], [1.4368, 0.4507, -0.6561], [0.6040, 0.3841, 1.7435], [-0.1511, -1.7140, 0.0572], [-1.4826, 0.4885, -0.6613], [0.5090, 1.4402, 0.5072], [1.3320, -1.0508, 0.8070], [-0.0515, -1.8262, 0.3477], [-1.4050, 0.4798, -0.5473], [-0.4033, 1.5345, -1.0447], [0.4358, 0.2246, -0.7040], [0.1632, -0.9637, 0.6046], [0.6390, -0.5564, 0.0428], [-0.5971, -0.5520, 0.6222]],
  "gap_ev": 4.5,
  "e_tot_ev": -72238.84923,
  "charge": 0,
  "e_lumo_ev": -2.2
}